(1)
C12H14BrF2N3O6Tb | ωB97M-V/def2-TZVPD

Computed properties:
HOMO energy (spin up / spin down), eV: -18.14 / -18.13
Charge: +3
Multiplicity: 7
Calculated total energy, hartree: -4678.4197
LUMO (spin up / spin down), Ha: -0.4404 / -0.4837
<S²>: 13.03

CARTESIAN COORDINATES (ANGSTROEM)
1 H 3.14170 1.05126 3.00300
2 O -0.82181 -2.40216 0.46758
3 C -2.45058 -1.55215 -1.76018
4 C -0.10658 0.95355 -0.14783
5 C -0.98920 0.33701 -3.59401
6 H 2.50994 0.33557 -0.06371
7 H -1.34305 2.46778 -3.59139
8 C 2.37775 -0.60038 1.78250
9 C -2.21974 -0.30477 2.04640
10 F -3.06158 -0.73209 1.12348
11 C -0.44604 -1.31756 0.72779
12 C 2.00418 -0.53776 0.32133
13 O -2.79029 -2.60560 -1.97272
14 H 2.40273 -1.42811 -0.15298
15 H -0.78195 1.81041 -5.09867
16 H -2.04783 0.20943 -3.78422
17 C 2.17393 0.87427 2.52379
18 H 2.01930 1.62478 1.76453
19 H 3.45474 -0.73429 1.82296
20 N -2.07009 -0.41138 -1.49378
21 N -0.91547 -0.67273 2.02603
22 O -0.49155 1.26396 -1.37630
23 H 2.11453 -1.80643 3.29686
24 C 0.51528 -0.46430 -0.10039
25 H -0.48293 -0.39488 -4.21103
26 O -2.68821 0.45555 2.90086
27 O 1.75859 -1.65962 2.41200
28 C -0.80063 0.03156 -2.09909
29 H -0.69977 -1.35600 2.75493
30 H 1.51462 0.81265 4.46587
31 N 1.19371 0.96101 3.50807
32 O -0.32740 1.66777 0.80001
33 F 0.28817 -2.13736 -1.89521
34 H 0.64247 1.81763 3.48951
35 C 0.38849 -0.81232 -1.62827
36 C -0.65482 1.75556 -4.02456
37 H 0.36424 2.03369 -3.79916
38 Br 1.95125 -0.19878 -2.65192
39 Tb -4.62611 1.66523 2.20790

Atomic forces in eV per Å
H 0.237 -0.396 0.117
O 0.039 -0.136 0.241
C 0.931 1.515 0.026
C -0.170 0.119 0.037
C -0.314 0.093 0.184
H 0.176 0.036 -0.407
H -0.046 0.211 0.212
C 0.493 -0.780 0.006
C 0.989 0.233 1.359
F 0.234 0.288 -0.236
C 0.273 -0.532 -0.105
C -0.755 0.412 0.737
O -1.095 -2.020 -0.277
H 0.268 -0.189 -0.008
H 0.014 0.026 -0.217
H -0.211 -0.193 -0.061
C -0.144 0.291 0.220
H -0.269 -0.015 -0.303
H 0.219 0.147 0.020
N 0.598 -0.043 0.225
N -0.907 -0.880 -1.051
O -0.402 -0.079 0.157
H 0.296 -0.375 -0.057
C -0.290 0.468 -0.621
H 0.304 -0.219 0.060
O -0.802 0.139 -0.698
O -0.680 0.521 0.249
C -0.424 0.883 -0.270
H 0.178 0.386 0.397
H -0.264 -0.702 0.005
N 1.076 1.501 0.440
O 0.359 0.078 0.068
F -0.388 0.460 0.266
H -0.661 -0.410 -0.446
C 0.790 -0.501 -0.581
C 0.109 -0.159 -0.194
H 0.211 0.139 0.092
Br -0.175 -0.104 0.185
Tb 0.204 -0.211 0.229

(2)
C16H40AlClN2O19P3 | ωB97M-V/def2-TZVPD

Computed properties:
HOMO energy, eV: -4.04
Charge: -1
Calculated total energy, hartree: -3899.7022
LUMO, Ha: 0.0748

CARTESIAN COORDINATES (ANGSTROEM)
1 H -6.96166 -0.32282 -1.68968
2 O -6.62480 -2.60179 1.20191
3 O 1.85498 -2.98353 -4.60487
4 O 1.81849 5.02077 1.40350
5 H 1.13544 3.54279 3.75992
6 C -2.77998 1.05141 5.74914
7 H 0.21570 0.38016 -3.73072
8 C -1.85144 1.74545 1.96611
9 H 3.86147 -2.66802 -4.15162
10 H 5.84124 -4.83948 -0.34037
11 H -2.32147 2.08897 2.89368
12 O -7.55345 -4.17985 -0.12073
13 H 6.69743 4.45854 -1.48418
14 H -7.27602 1.31081 4.03313
15 O -4.34784 2.50589 1.21182
16 Al 0.01970 2.49834 1.85392
17 O 1.91330 -1.46106 -2.93682
18 H 5.84398 -8.40491 -4.84415
19 H 6.82268 5.52228 -2.89835
20 C 6.24581 -8.15209 -3.86740
21 P 1.51224 0.98471 0.71665
22 H -2.89962 2.13321 5.75178
23 H -0.29443 2.92786 4.18303
24 O -6.04119 0.00618 5.08029
25 C -7.09489 -2.96020 0.15104
26 O -3.18963 0.64298 -0.12529
27 C -7.00251 0.25719 4.04452
28 H 5.80133 -8.78291 -3.09944
29 H 2.80205 7.77198 -1.47716
30 H 3.01423 -3.81446 -3.09499
31 H 0.76277 0.02872 -0.03502
32 C -6.87265 -0.81218 -0.72453
33 O 4.60714 7.49361 -0.47168
34 C -7.43964 -5.10062 0.96857
35 H 2.95559 8.46388 0.16117
36 O -4.68803 1.41710 3.96319
37 H -4.51899 2.07905 2.06038
38 C 3.11445 -3.45907 -4.11895
39 H -1.35745 -0.31976 -4.20564
40 H -8.00920 -4.74994 1.82751
41 H 3.54334 0.44568 1.33051
42 H -7.56191 -0.35789 -0.01478
43 H -5.85473 -0.71562 -0.35710
44 O 0.19391 -1.60036 -4.39047
45 O 4.43005 5.72014 -1.86270
46 O 6.41610 6.48228 -1.09852
47 H -1.71551 0.65173 2.07175
48 H 2.71018 6.71068 -0.05031
49 O -2.47255 3.07089 -0.41623
50 H 8.10652 5.54305 -1.65605
51 H -7.84775 -6.03698 0.59985
52 O 5.89820 -6.78185 -3.65596
53 O -4.06117 0.40338 5.87332
54 C -0.41933 -0.50215 -3.69097
55 H 7.37232 -4.32253 -1.08670
56 O 6.93504 -6.89178 -1.65130
57 H -2.88072 -0.06912 0.43426
58 C 1.37110 -1.96321 -3.88518
59 C 5.07669 6.49224 -1.20671
60 H -6.39719 -5.22741 1.25510
61 C -4.90839 0.67773 4.89406
62 C 3.17099 7.60422 -0.46686
63 Cl 0.77576 4.21534 -1.16208
64 H -2.21004 0.73046 6.61463
65 C 7.04058 5.43052 -1.83517
66 H -7.86450 -0.36460 4.26451
67 P -2.91355 2.08437 0.59270
68 H 7.32708 -8.27923 -3.85701
69 H 2.10406 1.70938 -0.34391
70 O -7.21973 -2.19605 -0.93918
71 H 2.35846 4.23818 1.52032
72 H -6.57753 -0.02327 3.08188
73 H -2.27984 0.74345 4.83292
74 C 6.29003 -4.34318 -1.19811
75 N 0.52855 2.73924 3.61228
76 C 6.31434 -6.28461 -2.48686
77 O 5.92647 -5.01672 -2.41251
78 H -0.59947 -0.76481 -2.65075
79 P 0.27658 4.65772 0.83407
80 N 2.60009 0.28569 1.67156
81 H 5.89638 -3.33652 -1.29743
82 H 3.40599 -4.27772 -4.77055

Atomic forces in eV per Å
H -0.026 -0.109 -0.014
O -0.173 -0.112 0.046
O -0.008 0.054 0.034
O -0.183 0.196 0.160
H 0.076 -0.231 0.097
C 0.047 -0.028 0.037
H 0.008 -0.012 0.013
C 0.109 -0.565 0.033
H -0.008 0.002 0.019
H 0.020 -0.014 -0.005
H 0.053 0.081 -0.172
O -0.029 -0.036 -0.021
H -0.012 0.007 -0.013
H -0.018 -0.020 -0.012
O 0.241 -0.049 -0.333
Al -0.083 -0.084 0.087
O 0.033 -0.060 -0.051
H 0.006 -0.001 0.012
H -0.013 -0.009 0.008
C -0.016 -0.018 -0.042
P 0.377 -0.165 0.482
H -0.024 -0.009 -0.012
H 0.158 -0.057 0.026
O 0.013 0.135 0.016
C 0.277 0.498 -0.240
O -0.050 0.316 0.008
C -0.018 -0.118 -0.153
H 0.016 0.007 0.006
H 0.021 -0.033 -0.009
H 0.036 0.015 0.003
H -0.046 0.123 -0.274
C 0.070 -0.001 -0.078
O 0.038 -0.040 -0.026
C -0.009 -0.061 -0.018
H 0.018 -0.005 -0.006
O 0.040 0.047 0.015
H -0.038 -0.072 0.214
C 0.081 -0.111 0.005
H 0.012 -0.003 0.012
H 0.016 0.011 -0.002
H -0.078 -0.254 -0.049
H 0.001 -0.037 0.029
H 0.029 -0.022 0.013
O 0.083 -0.032 0.010
O 0.089 0.076 -0.008
O -0.075 0.011 -0.007
H -0.047 0.342 0.013
H 0.063 -0.024 -0.024
O -0.286 -0.483 0.581
H -0.012 -0.005 -0.003
H 0.005 0.010 0.003
O 0.010 0.039 0.047
O 0.006 0.036 0.004
C -0.071 0.037 -0.011
H -0.006 -0.022 0.007
O -0.047 0.061 -0.067
H 0.033 -0.271 0.113
C -0.082 0.087 0.044
C -0.052 -0.034 0.037
H -0.007 0.017 0.006
C 0.096 -0.063 -0.111
C -0.120 0.029 0.026
Cl -0.037 -0.070 -0.161
H -0.011 -0.004 -0.006
C 0.055 -0.002 0.010
H 0.043 -0.007 0.096
P -0.100 0.510 -0.490
H -0.007 -0.001 0.017
H -0.194 -0.057 -0.200
O -0.101 -0.073 0.312
H 0.258 -0.233 -0.021
H -0.099 0.016 -0.024
H -0.029 -0.011 0.018
C -0.036 0.059 0.009
N -0.278 0.402 -0.012
C 0.025 -0.039 0.040
O -0.019 -0.018 -0.042
H 0.014 0.008 -0.002
P -0.048 0.248 -0.065
N 0.070 0.299 0.028
H 0.000 -0.014 0.006
H -0.055 0.019 -0.023

(3)
C10H12BrCrNP | ωB97M-V/def2-TZVPD

Computed properties:
HOMO energy (spin up / spin down), eV: -5.27 / -5.26
Charge: 0
Multiplicity: 4
Calculated total energy, hartree: -4402.5874
LUMO (spin up / spin down), Ha: -0.0533 / -0.0537
<S²>: 4.12
Energy relative to the best compared isomer or geometry (same formula, charge and spin), kcal/mol: 70.9

CARTESIAN COORDINATES (ANGSTROEM)
1 C 1.27053 1.45778 2.22792
2 H -0.85852 -2.19870 -0.19298
3 Cr 2.13049 -1.21630 1.20673
4 H 1.63344 2.97715 -2.08168
5 H 0.85965 2.33034 5.49098
6 C 1.14463 2.28596 3.33667
7 C 0.78036 2.29793 -2.08707
8 C 0.61631 0.35689 4.67345
9 P 0.19643 -2.66668 0.65360
10 H -0.81987 -0.66457 -2.33165
11 H 0.60143 -3.85062 -0.03483
12 C 0.79968 0.93527 -2.49243
13 C -1.33280 1.42328 -1.67531
14 H -0.89632 3.60245 -1.36206
15 Br 0.24079 -0.43488 6.35558
16 H -2.36554 1.32050 -1.33616
17 C -0.52500 0.37346 -2.20129
18 H 1.63062 0.40402 -2.95291
19 H 1.53907 1.82457 1.23290
20 C 0.67572 -0.42781 3.52886
21 H -0.52842 -3.23384 1.75571
22 N 1.12482 0.10969 2.34438
23 H 0.47264 -1.49980 3.51254
24 C 0.87676 1.72778 4.59199
25 H 1.28060 3.35815 3.22054
26 C -0.54200 2.61235 -1.63709

Atomic forces in eV per Å
C 0.161 -0.739 0.243
H 0.483 -0.175 0.429
Cr -0.954 0.334 -0.363
H -0.287 -0.090 -0.286
H -0.062 0.031 -0.095
C -0.117 -0.151 0.206
C -0.804 -0.334 0.105
C -0.010 0.123 -0.131
P 0.158 -0.313 -0.385
H -0.027 0.151 -0.212
H -0.508 0.190 0.255
C -1.275 -0.364 1.035
C 0.911 -0.146 -0.224
H 0.086 -0.180 0.088
Br -0.027 0.081 -0.337
H 0.275 0.108 -0.230
C 1.085 1.150 0.211
H -0.152 0.104 0.104
H -0.183 -0.043 0.258
C 0.955 0.724 -0.668
H 0.222 0.151 -0.606
N -0.390 0.292 0.920
H 0.040 0.379 0.211
C -0.047 -0.290 -0.579
H -0.002 -0.233 0.045
C 0.470 -0.761 0.008

(4)
C15H24ClCuN2O13 | ωB97M-V/def2-TZVPD

Computed properties:
HOMO energy (spin up / spin down), eV: 2.22 / 2.22
Charge: -3
Multiplicity: 2
Calculated total energy, hartree: -3773.8143
LUMO (spin up / spin down), Ha: 0.2056 / 0.2056
<S²>: 0.76

CARTESIAN COORDINATES (ANGSTROEM)
1 C 1.88163 0.56768 -2.36889
2 H -2.31528 -4.05822 0.96727
3 H -0.74966 1.03932 2.31439
4 O -3.02667 -2.63393 -2.94988
5 H -2.00610 0.67023 -1.30541
6 C -3.11841 -1.56337 0.74447
7 H -2.42375 -3.50355 2.59556
8 C 3.73386 -0.08171 -3.99599
9 Cu -0.08688 -1.00230 0.20428
10 H 1.59516 2.61461 5.41148
11 O 1.20153 -1.87718 1.88043
12 O 2.94800 -3.13749 1.28586
13 H 1.56732 1.45082 0.80315
14 O -2.31832 -4.71810 -2.29463
15 C -1.81430 -3.42062 1.69568
16 O -0.96606 -3.00852 -1.69658
17 O 2.98570 -1.67178 -2.61014
18 H 0.71020 3.68479 0.35860
19 H -4.58396 0.48121 -1.14587
20 H -3.47076 -2.26996 -0.00699
21 C -2.86701 -0.10504 0.25813
22 H -5.01511 0.61070 0.47972
23 H -3.90708 -1.43610 1.48602
24 O 2.67163 3.51451 -4.31825
25 H -2.46480 -0.81709 -1.45513
26 N -0.06483 0.63339 1.69284
27 H -0.81160 3.29816 1.24014
28 C 1.88581 -2.56269 1.14480
29 O 1.79727 1.45816 3.65368
30 C 0.01255 2.89920 0.64879
31 C 3.62835 1.29085 -4.58847
32 C 0.77519 1.82910 1.44931
33 H 0.41008 0.06272 2.37760
34 H -2.37740 0.45254 1.05656
35 O 1.57335 -2.47821 -0.05391
36 H 2.61748 1.27224 5.61127
37 O -1.86871 -2.05845 1.26969
38 N -1.93891 -0.21998 -0.83305
39 O 4.29314 1.65299 -5.51418
40 H 2.21216 3.14393 2.32090
41 C 1.86576 1.86344 -2.73930
42 H 4.32201 -0.80021 -4.54757
43 O -1.21927 -3.59469 -3.98740
44 Cl -1.85989 -3.46963 -2.73121
45 H 3.17456 2.60044 4.56782
46 C 2.31171 2.00332 4.86287
47 C -4.13993 0.66573 -0.16767
48 H 0.79902 3.20727 3.13425
49 C 2.70628 2.36518 -3.84419
50 C 2.86445 -0.44518 -2.99879
51 H -0.81434 -3.84847 1.76731
52 H -0.37900 2.33771 -0.19945
53 C 1.45828 2.45480 2.70153
54 H -3.95080 1.73829 -0.12362
55 O 1.22594 0.27961 -1.29526
56 H 1.33039 2.63953 -2.21254

Atomic forces in eV per Å
C -0.361 -1.466 3.315
H -0.125 -0.018 -0.418
H -1.225 -0.129 0.064
O -0.393 1.236 0.730
H 0.965 0.371 -0.347
C 0.721 0.433 0.643
H 0.327 -0.181 0.564
C -0.648 4.607 -2.134
Cu 1.526 -0.383 -0.870
H -0.382 0.445 -0.289
O -2.844 1.930 4.088
O 2.454 -2.108 2.414
H 0.116 0.100 -0.195
O -1.454 -3.276 0.743
C -1.410 0.071 -0.845
O -0.477 0.999 -0.584
O -1.401 2.480 0.236
H -0.235 0.050 -0.253
H 0.622 -0.479 -0.292
H -0.045 0.260 -0.504
C -0.882 -1.057 0.091
H 0.035 -0.564 0.637
H -0.065 -0.554 0.722
O 0.164 -0.284 0.622
H 0.607 -0.778 -0.842
N 0.047 1.845 1.196
H -0.145 0.218 0.107
C 2.279 0.262 -1.798
O 0.251 0.345 0.517
C 0.414 -1.231 0.597
C -0.706 -2.833 3.720
C 1.121 -0.338 -0.328
H 0.760 -0.740 -0.215
H -0.206 -0.157 0.197
O -2.665 0.084 -4.213
H 0.058 -0.619 -0.634
O -0.269 0.329 0.169
N -0.499 0.455 -0.368
O 1.573 1.321 -2.859
H 1.218 -0.597 0.136
C 1.994 2.932 -3.275
H 0.082 -0.136 0.193
O 1.011 -0.037 -1.059
Cl 0.801 0.961 0.294
H 0.230 0.289 0.461
C 0.167 0.212 -0.769
C -0.663 0.521 0.564
H -0.821 -0.111 0.654
C -1.250 -1.042 0.001
C 0.677 -4.242 0.868
H 0.153 0.907 0.269
H 0.107 0.420 -0.340
C -1.443 -0.047 -0.587
H 0.442 0.163 -0.270
O 0.056 -0.687 -0.767
H -0.365 -0.151 0.245